[1]
Entry from OMol25: an isolated molecule of C16H21ClN2O2 (ωB97M-V/def2-TZVPD).

Results
SMILES string: C[C@H]1CCCN(C(=O)CCNC(=O)c2ccccc2Cl)C1
energy above the lowest of the compared OMol25 structures with the same formula, charge and spin: 0.497 eV
orbital gap: 9.5 eV
F_max: 0.010 hartree/bohr
E_HOMO: -9.007 eV

Element x y z (Å)
C: 0.77 0.20 -0.75
C: -2.10 0.31 1.92
C: -1.54 -1.82 0.85
H: 2.58 0.78 -1.75
H: 2.33 -0.49 2.10
H: 0.14 2.61 -1.93
O: 2.53 -2.40 1.01
H: 2.94 2.88 -0.50
H: 3.17 1.86 1.79
C: -3.65 1.91 1.05
N: 1.42 -0.60 0.25
O: -1.24 -2.37 1.90
C: -2.34 -0.55 0.84
N: -1.12 -2.26 -0.36
C: 1.87 0.19 1.39
H: 0.42 -0.41 -1.58
C: 1.23 -2.76 -0.94
H: -2.53 2.17 2.86
H: 3.75 0.77 0.53
H: -0.50 -4.04 -1.24
C: -3.27 -0.16 -0.12
H: 1.37 2.68 0.30
H: -4.15 2.86 1.12
C: 2.86 1.26 0.93
Cl: -3.71 -1.18 -1.45
C: -0.14 -3.31 -0.51
H: 1.15 -2.24 -1.89
C: -2.74 1.53 2.02
C: 1.80 -1.90 0.18
H: -1.41 -0.03 2.67
H: 1.00 0.66 1.85
C: 2.22 2.14 -0.13
H: -4.64 1.34 -0.76
H: 1.90 -3.61 -1.06
C: 1.01 2.12 -2.35
H: -0.10 0.69 -0.30
H: -0.05 -3.80 0.47
H: 0.69 1.50 -3.19
C: -3.92 1.06 -0.01
H: -1.41 -1.77 -1.19
H: 1.68 2.89 -2.73
C: 1.72 1.28 -1.29

[2]
Entry from OMol25: C16H21Cu2N4O as an isolated structure (ωB97M-V/def2-TZVPD).

Results
multiplicity: 2
expectation value of S²: 0.763
orbital gap (spin up / spin down): 4.3 / 3.0 eV
F_max: 0.083 hartree/bohr
E_HOMO (spin up / spin down): -12.732 / -12.731 eV
total charge: +2

Element x y z (Å)
H: -4.15 -2.40 0.08
N: 2.73 1.44 -1.74
H: -0.32 -1.00 2.48
H: 4.87 1.39 -4.22
C: -0.52 0.71 -3.70
C: 4.27 1.51 -3.33
C: 0.91 0.14 3.90
H: -5.67 -2.42 2.41
H: 5.19 3.44 -2.48
C: -4.21 -1.61 0.81
O: 0.34 0.66 -0.02
C: -4.99 -1.67 2.03
H: -3.73 1.30 1.91
H: -0.14 -2.24 -2.38
Cu: 2.02 0.25 1.51
C: 0.84 -2.11 4.00
C: -1.14 -1.43 -4.23
C: 1.83 -1.70 4.94
H: -0.28 -0.09 -0.08
H: 3.27 3.16 -0.65
H: 2.58 -2.16 5.57
C: -3.54 -0.44 0.72
C: -0.41 -1.41 -3.00
H: 2.43 0.31 5.41
C: 0.34 -1.00 3.34
C: -1.21 -0.07 -4.59
N: 1.78 -0.26 4.89
N: -0.07 -0.15 -2.72
H: 0.67 1.16 3.64
Cu: 0.34 2.67 0.77
H: -1.54 -2.28 -4.75
H: 0.20 0.16 -1.80
C: 3.51 2.57 -1.52
H: 2.62 0.04 -3.34
H: 0.57 -3.15 3.86
H: -2.71 -0.18 0.08
H: -1.87 0.35 -5.33
N: -3.94 0.32 1.79
H: 1.85 1.21 -1.32
H: -0.37 1.77 -3.60
C: 3.20 0.83 -2.89
C: -4.77 -0.38 2.60
H: -5.22 0.07 3.47
C: 4.43 2.68 -2.52